ORCA calculation (ωB97M-V with the def2-TZVPD basis set) on a structure of composition C33H39MoN8O4S2.

Each line ends with the Mulliken spin population.
Positions of all 87 atoms, in Å:
1 Mo -0.50864 -0.11721 -0.07688  2.00
2 C 0.88834 -0.14516 -7.10243  0.00
3 C 0.31475 -0.32838 -5.73161  0.00
4 C -0.86605 -0.99777 -5.50193  0.00
5 C -1.39807 -1.21349 -4.20880  0.00
6 C -2.62734 -1.95195 -4.24994  0.00
7 N -3.22768 -2.75114 -3.41985  0.00
8 C -2.79525 -3.33289 -2.14916  0.00
9 C -2.07782 -4.66793 -2.35845  0.00
10 C -0.69146 -4.58432 -2.99454  0.00
11 N 0.21171 -3.81677 -2.14305  0.01
12 C 1.34538 -4.23692 -1.67072  0.00
13 C 2.12525 -3.55027 -0.69740  -0.01
14 C 3.26405 -4.20471 -0.19180  0.01
15 C 3.99949 -3.70030 0.86321  0.00
16 C 5.21270 -4.39806 1.39351  0.00
17 C 3.54173 -2.51362 1.43742  0.00
18 C 2.41588 -1.82422 0.97776  0.02
19 C 2.04481 -0.59357 1.64050  0.04
20 N 0.98710 0.11417 1.45079  -0.06
21 C 0.98580 1.44918 2.06709  0.01
22 C 1.02097 2.50963 0.95211  0.01
23 C 1.71598 2.05669 -0.32785  0.01
24 N 0.91431 1.06453 -1.08488  -0.03
25 C 1.13687 0.93237 -2.33916  0.03
26 C 0.41671 0.12308 -3.30942  0.00
27 C 0.91884 0.23134 -4.60977  0.00
28 C -0.77074 -0.63780 -3.06049  0.03
29 O -1.32934 -0.75946 -1.88961  0.00
30 C 1.70927 -2.31116 -0.13712  -0.01
31 O 0.68202 -1.68278 -0.65615  0.04
32 H 0.35524 -0.74469 -7.83609  0.00
33 H 1.93807 -0.43502 -7.12695  0.00
34 H 0.82578 0.89829 -7.41100  0.00
35 H -1.40815 -1.39852 -6.35036  0.00
36 H -3.15595 -1.86688 -5.19564  0.00
37 H -4.10450 -3.12877 -3.76306  0.00
38 H -3.70211 -3.49680 -1.56793  0.00
39 H -2.19022 -2.59410 -1.62834  0.01
40 H -2.69659 -5.33383 -2.96313  0.00
41 H -1.98795 -5.14633 -1.38076  0.00
42 H -0.71012 -4.12757 -3.98648  0.00
43 H -0.28173 -5.58926 -3.09880  0.00
44 H -0.07473 -2.89106 -1.81713  -0.01
45 H 1.68418 -5.21438 -2.00201  0.00
46 H 3.56259 -5.14341 -0.64352  0.00
47 H 5.47091 -5.25957 0.78224  0.00
48 H 5.04343 -4.74471 2.41293  0.00
49 H 6.06939 -3.72535 1.40940  0.00
50 H 4.08113 -2.10489 2.28422  0.00
51 H 2.76464 -0.23204 2.37468  0.00
52 H 1.86330 1.53445 2.71102  0.00
53 H 0.08983 1.55036 2.67532  0.00
54 H 1.55670 3.38261 1.32722  0.00
55 H 0.01261 2.84786 0.71224  0.00
56 H 2.69450 1.61419 -0.11613  -0.01
57 H 1.87369 2.91943 -0.97642  0.00
58 H 1.93942 1.53283 -2.76994  0.00
59 H 1.81761 0.81981 -4.75572  0.00
60 N -1.28005 -1.88414 1.12532  0.00
61 H -1.23459 -1.64440 2.12308  0.01
62 H -0.77709 -2.75451 0.98364  0.01
63 H -2.27722 -2.04377 0.97426  -0.01
64 N -5.96584 4.65467 4.80035  0.00
65 C -5.25553 3.66756 4.23183  0.00
66 C -5.90326 2.60293 3.57068  0.00
67 C -5.17565 1.58957 2.99985  0.00
68 C -3.77934 1.61348 3.06114  0.00
69 C -3.11932 2.65887 3.71991  0.00
70 C -3.84134 3.67648 4.28468  0.00
71 S -2.87582 0.30354 2.40991  -0.01
72 O -1.94314 -0.27520 3.34576  0.00
73 O -3.75670 -0.59737 1.70475  0.00
74 N -1.84846 0.98574 1.27432  -0.01
75 C -2.40218 1.69684 0.26081  -0.03
76 S -3.78947 2.67777 0.08051  0.01
77 C -3.30678 2.95902 -1.56476  0.00
78 C -2.16843 2.30816 -1.87890  0.02
79 N -1.65427 1.59881 -0.81320  -0.08
80 H -6.97045 4.63180 4.81185  0.00
81 H -5.51552 5.39151 5.31414  0.00
82 H -6.98369 2.58029 3.53223  0.00
83 H -5.67593 0.76821 2.50542  0.00
84 H -2.03986 2.65948 3.79619  0.00
85 H -3.33455 4.48254 4.79659  0.00
86 H -3.88558 3.61042 -2.19713  0.00
87 H -1.65429 2.33504 -2.82555  0.00

Output
Charge   +3
2S+1   3
Gap between HOMO and LUMO (alpha / beta)   0.2140 / 0.2051 Ha
E_tot   -2883.74375 Eh
Max |F|   0.0112 Eh/bohr
ΔE to the lowest compared entry with this formula, charge and spin   0.87 kcal/mol